The following is a quantum chemistry calculation of a cluster of 6 separate species, C33H64N2O11P in total, from the Open Molecules 2025 dataset.

Properties
<S²>: 0.7540
2S+1: 2
energy: -70048.0050 eV
highest occupied orbital energy (alpha / beta): -8.3 / -9.0 eV
Kohn-Sham gap (alpha / beta): 8.6 / 9.3 eV

Each line ends with the Mulliken spin population.
Geometry (Å):
1 P 1.75323 2.13334 -1.13012  -0.001
2 O 8.11721 -4.65175 -0.58911  0.000
3 O -5.60160 0.22881 -5.10985  0.000
4 O 3.86977 -2.72799 3.22141  0.000
5 O 1.98561 2.31755 0.46163  0.000
6 O -1.35943 0.76601 -2.83256  0.594
7 O 2.92145 2.94293 -1.88102  0.000
8 O 3.34557 -2.39627 -1.62467  0.000
9 O -4.44787 -0.27211 1.57419  0.000
10 O 0.45685 2.69379 -1.44925  0.001
11 O 4.74233 0.99849 -0.25062  0.000
12 O -7.75548 4.85473 2.77968  0.000
13 N -0.78381 -0.36921 -2.71275  0.333
14 N 3.33518 -0.05324 -1.65605  0.005
15 C -5.81593 1.29669 2.70663  0.000
16 C -6.90073 6.53404 4.21680  0.000
17 C -0.50999 -0.78754 -1.32858  0.020
18 C -4.42601 -0.59396 2.96849  0.000
19 C 9.43877 -4.23223 -0.23235  0.000
20 C 0.77058 -2.01401 -3.85822  0.011
21 C 5.10456 -2.55288 3.92538  0.000
22 C -6.90032 7.06552 2.79174  0.000
23 C 1.48343 0.40903 -3.22050  0.044
24 C -5.81381 1.85141 -3.39604  -0.001
25 C 3.61298 -1.38216 -2.16658  0.002
26 C -6.57341 1.02825 -4.42665  0.000
27 C -4.87286 0.65474 3.71276  0.000
28 C -4.28835 0.70013 -4.77828  -0.007
29 C -5.13103 0.97467 1.38917  0.000
30 C -0.15815 -0.05759 -5.02836  -0.002
31 C -4.46520 2.03239 -4.07625  0.005
32 C -7.01112 5.78388 1.98184  0.000
33 C -1.52526 -0.01830 -0.42761  -0.003
34 C 7.93049 -3.08062 1.17125  0.000
35 C 3.71231 -3.89603 5.27718  0.000
36 C 3.97273 0.11947 -0.35272  -0.002
37 C 2.92786 -3.38645 4.07865  0.000
38 C 9.29136 -2.91410 0.51180  0.000
39 C 7.16021 -3.84906 0.10888  0.000
40 C 4.38508 -1.45933 -3.48753  0.000
41 C -0.82175 -2.28928 -1.05680  0.020
42 C 4.82359 -2.86209 5.38657  0.000
43 C 0.34171 -0.56071 -3.63889  -0.001
44 C 1.89454 0.34547 -1.69573  -0.016
45 C 0.92521 -0.48770 -0.78662  -0.005
46 C 3.69085 -0.73430 0.87723  0.001
47 C -7.86817 5.36592 4.11281  0.000
48 H 9.26083 -2.08381 -0.19838  0.000
49 H -0.87377 -2.38558 0.03492  0.002
50 H 4.58925 -0.67945 1.49781  0.000
51 H -4.01688 1.31126 3.89048  0.000
52 H -7.32752 0.38021 -3.97714  0.000
53 H 6.38353 -4.48929 0.52953  0.000
54 H -6.79328 0.80944 2.74992  0.000
55 H -7.20239 7.27011 4.96115  0.000
56 H -7.51872 5.93126 1.02777  0.000
57 H 7.45428 -2.13831 1.44224  0.000
58 H 5.70317 -3.21640 5.92246  0.000
59 H 0.78116 0.08063 0.14336  0.004
60 H -3.82065 -0.03699 -4.11707  0.004
61 H 4.13882 -4.87747 5.05526  0.000
62 H 1.53543 -2.00929 -4.64322  0.002
63 H -2.55497 -0.19148 -0.74504  0.003
64 H 5.02130 -2.34603 -3.49725  0.000
65 H -5.33714 0.43391 4.67350  0.000
66 H 3.60196 2.32802 -2.20739  0.000
67 H 6.69594 -3.16857 -0.61436  0.000
68 H 1.12146 1.41436 -3.46137  0.005
69 H -0.23448 1.02927 -5.05877  0.002
70 H -1.80109 -2.58383 -1.44432  -0.009
71 H -6.02411 5.35007 1.78770  0.000
72 H 10.04763 -4.14199 -1.13289  0.000
73 H -3.65155 2.25959 -3.38858  -0.001
74 H 1.35900 -1.43724 -0.45685  0.000
75 H 8.02741 -3.68735 2.07581  0.000
76 H -7.64789 4.57127 4.82729  0.000
77 H 2.43289 -4.18735 3.52801  0.000
78 H -6.31202 2.78858 -3.14883  0.000
79 H 5.83269 -3.25353 3.50256  0.000
80 H -0.05011 -2.62988 -4.24401  -0.011
81 H 2.86526 -0.37631 1.50462  -0.001
82 H 2.17258 -2.65266 4.37999  0.000
83 H -5.96234 2.36574 2.85941  0.000
84 H 10.10247 -2.72960 1.21524  0.000
85 H -8.90257 5.69302 4.26368  0.000
86 H -5.69074 1.27660 -2.47398  0.000
87 H 3.51872 -1.79400 0.67824  0.000
88 H -4.38455 1.73478 1.13366  0.000
89 H -6.01718 7.65170 2.54065  0.000
90 H 3.64573 -1.62246 -4.28396  0.000
91 H 5.47161 -1.53597 3.77343  0.000
92 H -7.06348 1.67214 -5.16566  0.000
93 H 3.10399 -3.98511 6.17624  0.000
94 H 4.45187 -1.96828 5.89402  0.000
95 H -5.83339 0.88575 0.55930  0.000
96 H 1.19212 -2.51475 -2.98223  0.000
97 H -1.43626 -0.47196 0.57179  -0.003
98 H -5.90302 6.17247 4.47907  0.000
99 H -3.68983 0.78063 -5.68731  -0.001
100 H -4.52589 2.83853 -4.81271  0.000
101 H -3.42230 -0.91631 3.25200  0.000
102 H -5.11896 -1.42595 3.13529  0.000
103 H -1.10692 -0.55711 -5.24932  -0.002
104 H -1.25938 1.03428 -0.30826  0.009
105 H 2.13082 1.48941 0.94040  0.000
106 H 4.91854 -0.53535 -3.72195  0.000
107 H -0.01850 -2.95958 -1.37714  0.002
108 H -7.78217 7.69006 2.62757  0.000
109 H 9.87824 -5.00383 0.40886  0.000
110 H 2.33218 0.23137 -3.88923  -0.004
111 H 0.54997 -0.34978 -5.81636  0.000

Forces on the atoms, in the same order (eV/Å):
0.199 0.725 -0.091
0.041 0.149 0.124
-0.022 0.175 0.127
-0.008 -0.041 0.206
0.542 -0.836 -0.475
-0.377 -0.183 -0.313
-0.026 -0.952 0.249
-0.810 -1.325 1.437
-0.078 0.095 0.170
-1.029 0.188 -0.376
1.798 2.062 -0.036
0.124 0.191 0.091
1.117 0.094 0.456
-0.266 -0.490 0.465
-0.214 -0.028 0.021
0.196 -0.065 0.096
-1.429 -0.168 1.680
-0.100 -0.167 -0.094
0.007 -0.198 0.065
0.149 -0.129 0.278
0.118 -0.151 -0.179
-0.155 0.148 -0.057
-0.427 -0.419 0.312
-0.030 -0.124 0.155
1.265 0.759 -2.029
-0.020 0.038 -0.188
0.182 0.109 0.065
0.073 -0.288 0.080
0.216 0.091 -0.106
0.445 -0.394 0.063
0.068 0.267 -0.054
0.122 -0.188 -0.052
0.587 -0.556 0.537
-0.026 -0.079 0.197
0.068 -0.206 -0.034
-1.373 -1.451 0.586
-0.135 0.146 -0.024
0.028 0.166 -0.137
-0.048 0.048 -0.192
-0.541 0.457 -0.083
0.337 0.330 0.107
-0.064 0.186 0.119
-0.042 0.730 -1.776
0.061 0.308 -0.260
-0.013 0.223 -0.198
0.307 -0.689 0.022
-0.224 -0.027 -0.049
0.024 -0.010 0.016
0.022 -0.098 -0.215
-0.166 0.132 -0.080
-0.007 -0.026 0.018
0.030 -0.065 -0.063
0.018 -0.049 -0.069
0.001 0.043 -0.011
-0.020 -0.019 -0.014
-0.036 -0.085 0.021
0.000 -0.009 -0.024
-0.002 -0.005 -0.035
-0.068 -0.187 -0.160
0.105 0.072 0.004
-0.033 0.005 0.013
-0.086 -0.023 0.187
0.142 0.317 -0.077
0.036 0.217 0.187
-0.004 -0.023 -0.025
0.114 0.213 0.267
-0.074 0.033 0.070
-0.009 -0.172 0.206
-0.371 -0.189 0.059
0.240 0.024 -0.161
0.023 0.072 -0.059
-0.065 -0.054 -0.034
0.014 -0.069 -0.023
0.285 0.208 -0.438
-0.020 0.021 -0.006
-0.022 -0.057 -0.070
0.035 0.052 -0.080
-0.007 -0.014 -0.030
0.085 0.047 0.067
-0.010 0.217 0.202
0.009 0.053 -0.327
-0.043 -0.060 0.046
-0.022 -0.014 -0.032
-0.010 -0.030 -0.006
0.017 0.014 0.093
-0.014 0.017 -0.011
-0.193 0.260 -0.145
-0.063 0.053 -0.028
0.001 -0.035 -0.005
0.118 0.099 0.140
-0.050 0.002 -0.069
-0.064 0.036 0.068
-0.007 0.025 -0.024
0.035 -0.009 -0.003
0.052 -0.077 -0.021
-0.067 0.141 -0.116
-0.069 0.139 -0.186
-0.023 0.010 0.020
-0.061 -0.059 -0.033
0.010 -0.011 0.012
0.011 -0.020 -0.089
0.027 -0.007 0.097
0.021 0.347 -0.017
-0.317 -0.038 -0.438
0.093 0.286 0.027
0.043 -0.221 0.117
-0.334 0.014 -0.223
0.027 -0.001 -0.017
0.081 0.045 0.001
0.061 0.007 0.367
-0.036 -0.016 0.256